Entry 1:
{"formula": "C17H60N12O13", "method": "the ωB97M-V functional and the def2-TZVPD basis", "symbols": ["C", "C", "O", "H", "H", "H", "H", "H", "H", "C", "C", "O", "H", "H", "H", "H", "H", "H", "C", "C", "O", "H", "H", "H", "H", "H", "H", "C", "C", "O", "H", "H", "H", "H", "H", "H", "C", "O", "N", "N", "H", "H", "H", "H", "C", "O", "N", "N", "H", "H", "H", "H", "C", "O", "N", "N", "H", "H", "H", "H", "C", "O", "N", "N", "H", "H", "H", "H", "C", "O", "N", "N", "H", "H", "H", "H", "C", "O", "N", "N", "H", "H", "H", "H", "C", "O", "H", "H", "H", "H", "C", "O", "H", "H", "H", "H", "C", "O", "H", "H", "H", "H"], "xyz": [[2.618025, 1.921383, -3.938957], [1.565406, 2.799090, -4.626769], [1.832957, 4.159038, -4.251832], [2.782651, 2.223918, -2.939752], [3.618819, 2.109706, -4.215902], [2.416269, 0.897950, -4.062118], [0.566842, 2.440241, -4.377919], [1.778543, 2.716182, -5.677820], [1.116772, 4.639657, -4.632033], [0.083403, -0.755468, -4.854708], [0.404748, -0.893235, -3.352872], [-0.192811, -2.078989, -2.879528], [0.384646, 0.159899, -5.317780], [-0.975063, -0.878851, -5.068707], [0.673211, -1.525988, -5.314729], [-0.137374, -0.115311, -2.848836], [1.434143, -0.798407, -3.106002], [-1.121187, -1.990301, -2.928372], [-1.414720, -4.652941, 3.673108], [-0.350464, -3.630250, 3.861453], [-0.370083, -2.720519, 2.807534], [-1.405317, -5.221613, 4.563529], [-1.224114, -5.193539, 2.748639], [-2.295930, -4.175294, 3.642025], [0.666206, -4.107846, 3.945794], [-0.418557, -3.148731, 4.857316], [0.413765, -2.179252, 2.950305], [-0.308637, -0.560287, 0.341213], [0.475275, 0.784603, 0.332724], [1.204985, 1.051208, -0.864596], [0.179482, -1.422184, 0.078710], [-1.054428, -0.402209, -0.396754], [-0.798752, -0.603813, 1.322606], [1.233642, 0.893955, 1.056696], [-0.101022, 1.658944, 0.633888], [0.676163, 1.431808, -1.516045], [-3.131547, -0.713197, -1.827897], [-2.763790, -1.682136, -2.740591], [-3.471676, -1.051069, -0.670554], [-3.127771, 0.598846, -2.055013], [-3.440906, -1.962930, -0.376314], [-3.734441, -0.307425, 0.071622], [-2.579005, 0.838453, -2.920460], [-3.327492, 1.337467, -1.314862], [-3.267248, 1.849036, 0.925514], [-3.130961, 2.517592, -0.219070], [-2.392309, 1.898976, 1.850810], [-4.225324, 0.911606, 1.009681], [-1.672981, 2.602552, 1.687951], [-2.567883, 1.505068, 2.732519], [-5.050553, 0.967694, 0.455477], [-4.248539, 0.335853, 1.882899], [3.090720, -3.082871, 1.777551], [2.889730, -3.386125, 3.124600], [4.242409, -2.926761, 1.181076], [2.186210, -3.393231, 0.852106], [5.024829, -2.781855, 1.790399], [4.269755, -2.487500, 0.208089], [1.292318, -3.531291, 1.212596], [2.262576, -3.237555, -0.218250], [1.116133, 0.602098, 3.696517], [1.093582, -0.731396, 3.946378], [0.028447, 1.290060, 3.742670], [2.279886, 1.203801, 3.457860], [-0.855830, 0.888725, 4.001693], [0.057544, 2.325268, 3.606830], [3.083168, 0.647239, 3.054050], [2.347129, 2.303966, 3.401357], [-3.168140, -0.755942, 3.688126], [-2.227565, -0.014720, 4.381280], [-2.966742, -1.750531, 2.837044], [-4.395618, -0.355422, 3.668357], [-1.934906, -1.937087, 2.720060], [-3.662666, -2.361099, 2.516093], [-4.600392, 0.197401, 4.503630], [-5.128685, -0.812589, 3.164609], [-0.385986, 3.869547, -1.744742], [-0.476364, 2.604335, -2.302369], [0.540665, 4.721073, -2.096465], [-1.296171, 4.343480, -0.815843], [1.216064, 4.377169, -2.860009], [0.810855, 5.578912, -1.379661], [-2.008305, 3.670066, -0.675668], [-1.292056, 5.351693, -0.825949], [-1.842976, -3.842968, -0.053206], [-3.002977, -4.250834, -0.793799], [-1.554899, -4.634861, 0.672344], [-2.040163, -2.785150, 0.364226], [-0.972211, -3.672911, -0.567169], [-3.786111, -4.116152, -0.242283], [3.692696, 3.702918, -0.723768], [3.351034, 2.587065, -0.015391], [3.127834, 3.851975, -1.623723], [4.674551, 3.558558, -1.168167], [3.827897, 4.625852, -0.156755], [2.415419, 2.314913, -0.170902], [4.817222, 0.022884, -1.254514], [3.776300, -0.558190, -0.569278], [4.511292, 0.283262, -2.234864], [5.528372, -0.694446, -1.378286], [5.227458, 0.901986, -0.864433], [2.991600, -0.201697, -0.969262]], "atomic_forces_ev_per_a": [[-0.502, 1.482, -0.124], [1.791, -1.235, 0.097], [0.374, -0.759, -0.034], [-0.928, -0.207, 1.722], [1.149, 0.264, -1.599], [-0.341, -1.293, 0.114], [-0.012, 0.433, 0.118], [-0.400, -0.015, -0.715], [-0.695, 1.010, -0.613], [0.728, -0.466, 0.601], [-3.024, 0.312, -0.887], [3.760, -1.118, 0.350], [0.346, 0.908, -0.063], [-0.052, -0.258, 0.246], [-0.057, -0.599, -0.697], [0.091, 1.042, 0.404], [0.920, -0.401, 0.163], [-2.467, 0.354, -0.024], [2.921, -0.657, -0.362], [1.906, -0.849, 1.632], [-0.206, 0.118, -0.828], [-0.066, -1.306, 0.655], [-0.177, -0.408, 0.232], [-3.514, 1.542, -0.361], [-0.806, 0.294, -0.478], [-0.445, 0.273, -0.454], [0.416, 0.993, 0.120], [-0.860, 3.991, 1.126], [0.399, -0.501, -0.419], [1.819, -1.324, 1.987], [1.729, -1.871, -0.307], [-0.946, -0.099, -0.667], [0.152, -0.358, -0.186], [1.070, -0.921, 1.236], [-0.930, -0.087, -0.653], [-2.074, 1.303, -2.054], [2.774, -2.905, -7.438], [-1.621, 4.488, 3.294], [-2.642, 1.435, 6.207], [0.866, 1.168, -2.227], [0.073, -2.392, 0.108], [0.975, -2.004, -2.016], [-1.064, 0.066, 1.527], [0.732, -1.002, -1.399], [-0.832, 1.848, -6.646], [-1.236, -1.821, 4.377], [2.215, 1.787, 0.830], [-0.677, -0.688, 2.260], [-0.146, -0.542, 0.447], [0.221, -0.584, 1.507], [-0.407, 0.382, -0.312], [-0.271, 1.138, -1.127], [-1.418, -3.906, 5.613], [1.015, 2.208, -6.659], [3.254, 1.988, -1.424], [-1.461, 0.637, -2.938], [0.292, 0.224, -0.056], [-0.053, -0.683, 2.191], [-1.835, -0.244, 0.362], [0.074, -0.215, 2.943], [1.603, -7.793, 1.429], [0.152, 5.390, -1.450], [-1.893, 4.177, -0.378], [2.571, 2.955, -1.112], [-0.136, -0.713, 0.305], [0.081, -1.521, 0.225], [-1.607, 0.954, 0.984], [-0.153, -3.384, -0.083], [5.700, 1.779, 1.459], [-4.714, -3.648, -3.195], [4.119, 0.849, 0.566], [-3.428, 2.715, 2.458], [-0.607, -0.865, -0.154], [-0.827, -0.745, -0.269], [-0.582, -0.077, -0.657], [-0.272, -0.434, 0.296], [-2.048, -4.811, -0.828], [0.239, 5.581, 2.466], [2.802, 2.932, 1.226], [3.011, -0.358, -1.672], [-0.533, 0.862, 1.299], [-0.948, -3.189, -2.761], [-1.670, -0.099, 0.676], [-0.959, -0.263, 0.439], [-2.456, 0.703, 2.483], [0.543, 0.113, -0.139], [-0.501, 0.836, 0.136], [0.520, -1.863, 0.259], [1.614, 0.114, -2.511], [0.417, -0.229, -0.121], [1.481, 0.759, -1.165], [-1.132, -1.059, 1.152], [-0.957, 0.399, -0.204], [0.592, -0.255, 0.122], [-0.596, 0.108, 0.307], [0.824, 0.076, -0.255], [-0.800, 0.554, -0.980], [-0.832, -0.575, 0.971], [-0.385, 0.324, -1.312], [2.484, -1.902, -0.230], [0.505, 1.344, 1.281], [-1.122, 0.288, 0.239]], "lowdin_charge": [-0.0505, -0.2481, -0.0778, 0.0384, 0.0702, 0.0503, 0.0946, 0.1099, 0.0874, -0.0562, -0.3083, -0.0848, 0.0401, 0.0781, 0.0681, 0.0743, 0.0848, -0.0239, -0.0715, -0.3306, -0.1378, 0.0746, 0.0756, 0.0099, 0.1213, 0.1275, 0.0364, -0.0084, -0.2324, -0.0991, 0.0357, 0.0440, 0.0626, 0.0689, 0.0877, -0.0119, -0.6226, -0.1115, 0.1687, 0.1732, 0.0363, 0.0777, 0.1323, 0.0595, -0.5545, -0.0875, 0.2474, 0.1491, 0.1318, 0.0749, 0.1357, 0.0871, -0.5849, -0.1260, 0.1392, 0.1504, 0.1071, 0.1206, 0.0507, 0.1669, -0.6419, -0.0851, 0.1673, 0.1329, 0.0303, 0.1342, 0.1481, 0.1601, -0.5748, -0.1049, 0.2098, 0.1313, 0.0912, 0.1038, 0.1502, 0.1231, -0.5391, -0.1255, 0.1262, 0.1494, 0.0526, 0.2018, 0.0107, 0.0975, -0.1316, -0.1083, 0.0790, 0.0673, 0.0393, 0.0701, -0.2072, -0.1131, 0.0438, 0.0766, 0.0781, 0.0581, -0.1553, -0.1005, 0.0725, 0.0544, 0.0626, 0.0441], "energy_ha": -2318.80153, "homo_lumo_gap_ev": 8.0668, "homo_ev": -8.52, "charge": 0, "relative_energy_kcal_mol": 168.33}

Entry 2:
{"formula": "C17H8Cl2GaN2O5S", "method": "the ωB97M-V functional and the def2-TZVPD basis", "symbols": ["Ga", "O", "C", "C", "C", "C", "C", "C", "C", "O", "N", "O", "O", "H", "H", "H", "H", "Cl", "C", "C", "C", "Cl", "C", "C", "C", "C", "N", "C", "C", "O", "H", "H", "H", "H", "S", "C"], "xyz": [[-2.815404, 1.509721, 0.041552], [-3.393990, -0.548683, 0.617108], [-2.561965, -1.336207, 0.145246], [-1.161864, 0.298223, -1.272364], [-0.354402, -0.897067, -1.114470], [1.715537, 0.080306, -2.143332], [1.966029, 1.380230, -2.336465], [0.967470, 2.111161, -1.588594], [-0.315181, 1.667719, -1.117592], [-1.106065, 2.568696, -0.685424], [1.169140, -2.857238, -3.483798], [2.191232, -2.791823, -4.122317], [0.191781, -3.571559, -3.551018], [-2.876316, -2.305020, -0.261140], [1.112223, -2.147509, -2.688763], [2.833906, 1.830917, -2.795864], [1.083699, 3.179180, -1.421041], [1.138324, -1.121233, -1.482013], [1.867401, -1.904001, -0.470268], [2.225938, -2.514007, 0.723914], [1.590100, -1.894372, 1.776743], [1.908197, -2.511893, 3.395234], [0.694708, -0.620772, 1.819991], [1.132130, 0.293849, 2.784690], [0.429172, 1.439101, 3.118428], [-0.772663, 1.686359, 2.501920], [-1.229919, 0.873850, 1.549614], [-0.536195, -0.217406, 1.175444], [-1.195308, -0.891777, 0.006293], [-2.391658, 0.574381, -1.662039], [2.873445, -3.370132, 0.835573], [2.068536, 0.093943, 3.287407], [0.813648, 2.126207, 3.858456], [-1.389125, 2.545734, 2.732667], [-4.410446, 4.207220, 0.734593], [-3.462117, 3.033902, 1.091627]], "atomic_forces_ev_per_a": [[1.887, -0.482, 0.185], [-0.407, 0.494, -0.257], [0.318, -0.234, -0.222], [3.354, 0.601, 0.048], [-5.576, -0.529, -3.590], [2.212, -0.181, -2.993], [-2.813, 0.499, 2.415], [0.091, 0.293, -0.536], [-0.825, 0.526, -0.733], [-0.395, -0.153, 0.801], [-0.487, 0.581, 0.791], [-0.302, -0.729, -0.557], [0.590, -0.497, -0.849], [-0.097, 0.051, -0.026], [0.157, -1.780, -2.235], [-0.106, -0.021, -0.236], [0.119, -0.043, 0.058], [2.097, 1.734, 3.782], [2.422, -1.835, -0.590], [-2.551, 1.726, 1.329], [-0.371, -0.173, 0.001], [0.099, 0.019, -0.088], [-0.107, -0.198, 0.104], [0.073, 0.136, -0.085], [0.171, -0.041, 0.140], [-0.206, -0.044, -0.140], [0.147, 0.358, 0.020], [-0.133, -0.803, 0.451], [1.665, 0.623, 2.705], [-0.541, 0.096, 0.571], [0.111, 0.074, -0.016], [-0.029, 0.009, 0.050], [0.002, -0.016, 0.011], [0.026, 0.032, -0.028], [0.021, 0.054, 0.172], [-0.616, -0.146, -0.453]], "nbo_charge": [1.7519, -0.6202, 0.4617, 0.3451, -0.6407, -0.5015, -0.0940, -0.3761, 0.4335, -0.7164, 0.4219, -0.3593, -0.3676, 0.1738, 0.2267, 0.2398, 0.2257, 1.4252, -0.5464, -0.2209, -0.0468, -0.0208, -0.1138, -0.1015, -0.2619, 0.0765, -0.5441, 0.2631, -0.2447, -0.7632, 0.2554, 0.2338, 0.2328, 0.2263, 0.3001, -0.7531], "energy_ha": -4380.79053, "homo_lumo_gap_ev": [5.8447, 5.9526], "spin_multiplicity": 2, "homo_ev": [-7.52, -7.43], "charge": 0, "relative_energy_kcal_mol": 178.84}

Entry 3:
{"formula": "C17H9F3N3O3S2", "method": "the ωB97M-V functional and the def2-TZVPD basis", "symbols": ["C", "C", "N", "C", "C", "C", "C", "C", "N", "C", "C", "H", "H", "H", "H", "H", "F", "C", "F", "F", "S", "N", "C", "O", "C", "C", "C", "C", "C", "C", "S", "O", "O", "H", "H", "H", "H"], "xyz": [[-2.263766, 1.007636, 1.581768], [-2.504466, 2.368688, 1.751825], [-2.753976, 3.495482, 1.953217], [-1.207590, 0.581295, 0.706320], [-0.970728, -0.777415, 0.350206], [0.067665, -1.121576, -0.507556], [0.963705, -0.159659, -0.992196], [2.191589, -0.515948, -1.636150], [3.180495, -0.789376, -2.208286], [0.715824, 1.190721, -0.722130], [-0.330550, 1.549067, 0.116035], [-3.073114, 0.295012, 1.659046], [-1.613208, -1.576260, 0.743155], [0.230472, -2.154836, -0.831740], [1.344957, 1.954784, -1.180883], [-0.476608, 2.608698, 0.336033], [-3.450995, 2.328356, 6.608571], [-3.392005, 1.119240, 5.987351], [-2.435976, 0.364785, 6.574367], [-4.578193, 0.491980, 6.205614], [-3.099599, 1.337612, 4.142131], [-2.735669, -0.355116, 3.877801], [-1.433423, -0.807861, 4.070889], [-0.533177, -0.179660, 4.628625], [-1.415394, -2.175249, 3.513342], [-2.646332, -2.620018, 3.065136], [-2.847839, -3.932677, 2.651031], [-1.695546, -4.652711, 2.308078], [-0.412669, -4.075865, 2.518625], [-0.263064, -2.937198, 3.316289], [-3.932331, -1.593173, 3.633061], [-4.367344, -2.146700, 4.868535], [-4.880145, -1.169442, 2.623786], [-3.862059, -4.334651, 2.608129], [-1.801445, -5.648015, 1.878873], [0.488980, -4.503500, 2.068355], [0.688695, -2.569461, 3.705877]], "atomic_forces_ev_per_a": [[0.647, -0.527, -1.529], [-0.685, 1.253, -0.335], [0.371, -0.893, -0.206], [0.243, 0.714, 0.261], [0.097, -0.205, -0.417], [-0.006, -0.220, 0.310], [0.267, 0.002, -0.055], [1.470, -0.666, -1.593], [-1.901, 0.523, 1.283], [-0.580, 0.366, 0.684], [0.510, -0.097, -0.368], [-0.245, 0.418, 0.006], [0.139, 0.411, -0.239], [-0.125, 0.249, 0.397], [-0.075, -0.177, 0.277], [-0.113, -0.341, -0.072], [0.162, -0.886, -0.521], [-0.277, -0.240, -0.449], [-0.687, 0.688, -0.101], [0.555, 0.379, 0.217], [0.269, -1.542, 1.385], [-1.252, 1.293, 1.548], [0.808, 1.046, 1.338], [-1.587, -1.436, -1.530], [1.030, -0.408, -0.411], [-0.151, -1.360, 0.579], [0.548, 0.153, -0.206], [0.247, 0.658, 0.013], [-0.161, -0.397, 0.296], [-0.657, 0.235, -0.610], [0.901, 1.501, -1.200], [-0.628, 0.011, 0.467], [0.941, -0.390, 1.076], [0.400, 0.014, -0.285], [0.180, 0.282, -0.023], [-0.417, -0.304, 0.463], [-0.238, -0.104, -0.451]], "nbo_charge": [-0.6717, 0.2742, -0.4819, 0.1478, -0.3143, -0.1348, -0.3019, 0.3133, -0.4106, -0.1444, -0.2758, 0.2306, 0.1974, 0.2054, 0.2117, 0.2214, -0.3306, 0.8210, -0.3239, -0.3377, 0.4954, -0.8482, 0.6776, -0.5336, -0.1483, -0.2485, -0.2070, -0.2018, -0.1883, -0.1438, 2.3013, -0.8974, -0.8814, 0.2349, 0.2222, 0.2243, 0.2472], "energy_ha": -2139.19103, "homo_lumo_gap_ev": 5.4616, "homo_ev": -3.69, "charge": -1, "relative_energy_kcal_mol": 27.19}

Number 1: strongest force on any atom 8.453 eV/A. Number 2: strongest force on any atom 6.653 eV/A. Number 3: strongest force on any atom 2.631 eV/A.